# 1
A cluster of 20 separate species, C2H42O21 in total in a non-equilibrium geometry, computed with ωB97M-V/def2-TZVPD.

Output
ΔE to the lowest compared entry with this formula, charge and spin in kJ/mol: 68.0
HOMO in eV: -3.0
DFT total energy in Ha: -1681.4730
Multiplicity: 1
Largest force on an atom in Eh/bohr: 0.068
Net charge: -2

CARTESIAN COORDINATES (ANGSTROEM)
O  -1.21886  25.12913  -3.44093
C  -1.21214  24.24957  -2.36242
C  -1.12859  22.83181  -2.81049
O  -0.90315  22.02666  -1.71750
H  -2.03573  24.48241  -1.82046
H  -0.37814  24.43018  -1.70420
H  -0.26147  22.90961  -3.45498
H  -1.96528  22.59342  -3.43261
O  0.72620  27.67988  -4.59524
H  0.87485  27.02318  -3.89969
H  0.09847  27.33903  -5.30117
O  -2.59627  20.38020  -4.43341
H  -1.92036  20.45748  -3.77277
H  -3.34826  20.96152  -4.27016
O  -4.57956  22.04866  -4.01933
H  -4.51302  21.61893  -3.18929
H  -5.50141  21.90140  -4.31533
O  -1.47786  23.25667  -5.94875
H  -1.39078  24.18025  -5.80826
H  -1.59519  22.96108  -5.06129
O  -3.62763  21.25230  -1.50319
H  -4.23064  21.89176  -1.09546
H  -2.73712  21.60393  -1.52147
O  1.35177  24.32873  -4.70438
H  1.12260  24.52702  -5.58237
H  0.55598  24.63482  -4.28328
O  1.39585  26.13070  -2.48493
H  1.22912  26.91211  -1.87957
H  0.66265  25.50293  -2.46666
O  1.60312  22.42263  -0.85906
H  0.75101  22.45238  -1.34999
H  2.11334  21.75781  -1.34928
O  2.99172  22.67593  -3.50094
H  3.91400  22.95931  -3.51804
H  2.45332  23.38227  -3.97854
O  -1.62225  23.25995  0.45100
H  -1.54054  24.19723  0.26237
H  -1.36612  22.86281  -0.36425
O  -1.29204  26.33568  -5.85116
H  -2.18412  26.45790  -6.02105
H  -1.26268  25.90382  -5.00052
O  -5.43460  23.32581  -0.86163
H  -4.80528  24.04349  -0.96718
H  -6.24489  23.55579  -0.42421
O  -1.40303  20.16833  0.26506
H  -1.04050  19.25751  0.06900
H  -1.01954  20.75278  -0.43908
O  -1.76365  27.21111  -2.03057
H  -1.39050  26.45405  -2.53269
H  -1.40021  27.99172  -2.45783
O  -3.84959  25.50101  -0.61709
H  -3.09020  25.73648  -1.16126
H  -4.23561  26.37050  -0.48038
O  -0.14091  19.88473  -2.93361
H  -0.66793  19.17553  -2.49137
H  -0.42236  20.68335  -2.48166
O  0.71575  21.46128  -5.34418
H  0.90294  21.65415  -4.43765
H  -0.05275  21.90982  -5.59815
O  -0.94417  26.23378  0.60195
H  -1.19070  26.65135  -0.22130
H  -0.02095  26.32461  0.67919
O  -3.71727  24.51157  -4.14017
H  -2.78028  24.68786  -3.82962
H  -3.85302  23.57904  -3.96264

***

# 2
A structure of composition C54H30BrCl4N4Pt, computed with ωB97M-V/def2-TZVPD.

Output
HOMO in eV: -10.3
DFT total energy in Ha: -6828.7821
Multiplicity: 1
Largest force on an atom in Eh/bohr: 0.002
Net charge: +1

CARTESIAN COORDINATES (ANGSTROEM)
Pt  0.34231  0.40386  0.21379
Cl  -3.72546  5.71811  6.84769
C  -2.96870  4.75723  5.62473
C  -3.72731  3.84963  4.90208
C  -3.11572  3.08415  3.92238
C  -1.75397  3.21239  3.66633
C  -1.01005  4.12811  4.40484
C  -1.61196  4.90562  5.38103
C  -1.10276  2.37878  2.61621
C  -0.18387  1.41742  3.02008
C  0.19135  1.16019  4.38072
C  1.23572  0.30337  4.35547
C  1.51155  0.00731  2.97989
C  2.60653  -0.70833  2.52820
C  3.53299  -1.28300  3.54604
C  3.13826  -2.37169  4.31657
C  3.99467  -2.91515  5.26133
C  5.25203  -2.35883  5.43628
Cl  6.32536  -3.03127  6.61441
C  5.66145  -1.27069  4.68096
C  4.79912  -0.73863  3.73554
C  2.89344  -0.93600  1.18372
N  2.10377  -0.58012  0.12008
C  2.60604  -1.22586  -0.98295
C  2.01215  -1.28684  -2.23842
C  2.64738  -2.15390  -3.27178
C  2.06765  -3.37516  -3.59813
C  2.64441  -4.19646  -4.55414
C  3.80708  -3.78635  -5.18773
Cl  4.53085  -4.80560  -6.38387
C  4.39688  -2.57045  -4.87838
C  3.81405  -1.75862  -3.91774
C  0.86521  -0.59730  -2.59206
C  0.28572  -0.59303  -3.90377
C  -0.74586  0.28017  -3.88359
C  -0.81978  0.82073  -2.55703
N  0.16656  0.26853  -1.78761
C  -1.69538  1.82254  -2.15885
C  -1.73086  2.34505  -0.87780
C  -2.55805  3.44242  -0.46517
C  -2.35482  3.62568  0.85623
C  -1.42962  2.61994  1.29272
N  -1.02217  1.87994  0.20658
C  -2.62208  2.38715  -3.18220
C  -3.71816  1.65266  -3.62095
C  -4.57781  2.16971  -4.57775
C  -4.33350  3.43076  -5.09840
Cl  -5.40334  4.08301  -6.29152
C  -3.24306  4.17594  -4.67718
C  -2.39145  3.64959  -3.71888
C  3.79146  -1.93658  -0.61282
C  3.97184  -1.75383  0.71671
N  0.60036  0.66599  2.18664
H  -4.78339  3.74524  5.10768
H  -3.70582  2.37568  3.35337
H  0.04923  4.24179  4.20865
H  -1.03791  5.62360  5.94975
H  -0.27331  1.61083  5.24103
H  1.79828  -0.07878  5.19039
H  2.15265  -2.80026  4.17803
H  3.69260  -3.76279  5.86030
H  6.64294  -0.84552  4.83703
H  5.11136  0.11506  3.14641
H  1.15934  -3.68641  -3.09523
H  2.19976  -5.14820  -4.80934
H  5.29954  -2.26459  -5.38844
H  4.26712  -0.80495  -3.67544
H  0.65557  -1.16225  -4.74005
H  -1.38850  0.56544  -4.69950
H  -3.20690  4.00079  -1.11835
H  -2.79945  4.36801  1.49686
H  -3.89755  0.66509  -3.21281
H  -5.43265  1.60299  -4.91959
H  -3.06297  5.15422  -5.10035
H  -1.53390  4.22514  -3.39152
H  4.39810  -2.51475  -1.28890
H  4.75229  -2.15660  1.33963
Br  -3.39349  0.09979  1.16873
C  -3.01773  -0.87781  -0.41072
C  -4.05815  -1.05771  -1.27947
C  -4.00158  -2.07047  -2.25374
C  -2.98300  -2.97735  -2.20906
C  -1.91646  -2.82707  -1.29236
C  -1.00629  -3.89545  -1.06718
C  -0.07663  -3.80091  -0.08254
C  0.17385  -2.53953  0.52109
C  -0.60441  -1.46611  0.22121
C  -1.83039  -1.65207  -0.49481
H  -4.96060  -0.47469  -1.15321
H  -4.82033  -2.18979  -2.95012
H  -2.99429  -3.85540  -2.84239
H  -1.12430  -4.80503  -1.64289
H  0.55848  -4.63795  0.17458
H  1.04842  -2.45356  1.14468

***

# 3
A structure of composition C32H35CsN6O2S2, computed with ωB97M-V/def2-TZVPD.

Output
ΔE to the lowest compared entry with this formula, charge and spin in kJ/mol: 0.0
HOMO in eV: -1.3
DFT total energy in Ha: -2535.9074
Multiplicity: 1
Largest force on an atom in Eh/bohr: 0.009
Net charge: -2

CARTESIAN COORDINATES (ANGSTROEM)
Cs  1.03928  1.22618  0.15146
C  -2.07335  -1.86016  1.02210
C  -1.86475  -2.22563  -0.45659
C  -0.70009  -1.54247  -1.18726
N  0.50172  -1.59841  -0.39482
C  1.31563  -2.59239  -0.38059
C  1.24429  -3.74021  -1.24849
C  1.83747  -4.98039  -1.17008
C  2.59960  -5.56685  -0.16138
C  2.94066  -4.92846  1.03644
C  2.83401  -3.61421  1.41417
C  2.43616  -2.44628  0.64674
N  2.85667  -1.24655  0.85571
C  3.84872  -1.00967  1.88542
C  3.28443  -0.68423  3.28808
C  2.84973  0.76347  3.60217
N  1.51171  1.08375  3.16940
C  0.50715  0.93244  3.96061
C  0.56699  0.41123  5.31006
C  -0.25911  0.66237  6.38087
C  -1.38966  1.47356  6.49218
C  -2.02886  2.10310  5.41775
C  -1.82676  1.99456  4.06496
C  -0.86236  1.19151  3.34156
N  -1.00520  0.69456  2.16644
C  -2.22444  0.75306  1.39505
C  -2.90922  -0.62293  1.37866
H  -1.10142  -1.78988  1.51384
H  -2.58778  -2.71325  1.47718
H  -2.79346  -2.06577  -1.01944
H  -1.65646  -3.30033  -0.48913
H  -0.93972  -0.48746  -1.38754
H  -0.59881  -1.99383  -2.18733
H  0.58257  -3.60839  -2.09841
H  1.61405  -5.63180  -2.01511
H  2.87323  -6.60948  -0.27569
H  3.38046  -5.57506  1.79546
H  3.17705  -3.39522  2.41855
H  4.47764  -0.17052  1.56360
H  4.50857  -1.87844  2.02081
H  4.08232  -0.93159  4.00026
H  2.45048  -1.35890  3.50230
H  3.54769  1.44037  3.09224
H  2.98634  0.92456  4.68225
H  1.41364  -0.23505  5.51208
H  0.05036  0.17533  7.30537
H  -1.81481  1.61244  7.47969
H  -2.86323  2.74743  5.69382
H  -2.52787  2.53499  3.43879
H  -1.98064  1.06443  0.36836
H  -2.96464  1.47567  1.76451
H  -3.78863  -0.56870  0.72330
H  -3.28766  -0.77717  2.39490
O  -1.67526  3.26209  -5.60380
C  -2.12003  4.12570  -4.68353
C  -3.08750  5.05955  -5.06684
C  -3.59091  5.96833  -4.15435
C  -3.13957  5.96903  -2.83871
C  -2.17757  5.04599  -2.46121
C  -1.65263  4.12038  -3.35627
C  -0.60938  3.15603  -2.84189
O  -0.22089  3.24445  -1.66906
N  -0.22265  2.25337  -3.75639
N  0.74124  1.40128  -3.26529
C  0.96195  0.37483  -3.96643
S  0.02332  -0.05481  -5.41904
C  0.96602  -1.56383  -5.77082
C  1.46766  -2.12804  -4.45231
S  2.22981  -0.77579  -3.53824
H  -1.02644  2.66235  -5.10977
H  -3.43207  5.04194  -6.09369
H  -4.34583  6.68012  -4.47098
H  -3.53589  6.67512  -2.11963
H  -1.79565  5.00630  -1.44874
H  1.80260  -1.33069  -6.43103
H  0.29922  -2.26468  -6.27549
H  2.22541  -2.89925  -4.59127
H  0.64532  -2.54515  -3.87047

***

# 4
An isolated molecule of C5H9NO in a non-equilibrium geometry, computed with ωB97M-V/def2-TZVPD.

Output
ΔE to the lowest compared entry with this formula, charge and spin in kJ/mol: 254.1
HOMO in eV: -9.5
DFT total energy in Ha: -325.8408
Multiplicity: 1
Largest force on an atom in Eh/bohr: 0.045
Net charge: 0

CARTESIAN COORDINATES (ANGSTROEM)
C  -1.52341  1.23958  1.30750
C  -1.32323  -0.17470  0.86075
O  -2.12563  -1.05470  1.12695
C  -0.21887  -0.68536  0.01711
C  1.21680  -0.72305  0.44093
N  0.77571  0.20502  -0.56412
C  1.27490  0.02550  -1.91571
H  -2.42590  1.61276  0.80998
H  -1.72772  1.21530  2.37986
H  -0.68216  1.89314  1.07378
H  -0.78890  -1.62117  -0.22773
H  1.77605  -1.59965  0.09963
H  1.54325  -0.31912  1.39737
H  2.29745  0.42155  -1.97661
H  0.64557  0.59448  -2.60591
H  1.28608  -1.02958  -2.22380

***

# 5
An isolated molecule of C4H6O in a non-equilibrium geometry, computed with ωB97M-V/def2-TZVPD.

Output
ΔE to the lowest compared entry with this formula, charge and spin in kJ/mol: 320.8
HOMO in eV: -9.5
DFT total energy in Ha: -231.1015
Multiplicity: 1
Largest force on an atom in Eh/bohr: 0.069
Net charge: 0

CARTESIAN COORDINATES (ANGSTROEM)
C  -1.60788  -1.08799  -0.05393
C  -0.40372  -0.93515  0.10875
C  0.96960  -0.42400  -0.11071
C  0.56565  1.05846  0.02296
O  -0.52449  0.98770  0.95124
H  -2.31969  -1.72223  -0.52393
H  1.34461  -0.77674  -1.08402
H  1.68406  -0.71082  0.66936
H  0.26526  1.48988  -0.94354
H  1.38488  1.67386  0.42900
H  -1.35829  0.44703  0.53482